Entry from the Open Molecules 2025 dataset: a 10-piece molecular cluster, C40H53F27O21 overall at a distorted geometry (ωB97M-V/def2-TZVPD).

Calculated values
Frontier orbital gap ... 11.31 eV
Electronic energy ... -5832.4101 Ha
SMILES ... CCOC(=O)C(F)(F)F.CCOC(=O)C(F)(F)F.CCOC(=O)C(F)(F)F.CCOC(=O)C(F)(F)F.CCOC(=O)C(F)(F)F.CCOC(=O)C(F)(F)F.CCOC(=O)C(F)(F)F.CCOC(=O)C(F)(F)F.CCOC(=O)C(F)(F)F.CCOC(=O)OC
F_max ... 6.39 eV/Å

XYZ file:
```
141
Properties=species:S:1:pos:R:3:forces:R:3:lowdin_charge:R:1
F 7.38420 0.51123 5.85458 -1.673 -0.186 -0.432 0.189
F 8.89753 -4.23904 -5.15532 1.093 0.914 -0.960 0.197
F 11.09667 2.29110 3.31102 -0.062 0.253 -0.239 0.149
F 8.84050 -9.56263 0.85747 1.964 0.018 1.292 0.110
F 9.44739 0.26849 5.49237 0.332 0.466 0.450 0.141
F 11.98756 0.56194 2.41489 -0.467 -1.114 -0.462 0.192
F 9.19458 10.12248 2.64961 0.528 -0.609 0.238 0.157
F 11.05249 -9.57162 0.73058 -0.428 0.145 0.206 0.167
F 12.28068 0.56766 -2.45965 0.523 0.099 -0.469 0.195
F 9.60652 9.67937 4.74277 -0.052 0.088 -0.104 0.159
F 6.96318 -4.88007 -5.97269 0.726 -0.181 0.344 0.169
F 8.69759 0.75582 7.48136 0.556 0.517 0.462 0.194
F 9.08225 -2.58808 4.73579 0.035 1.454 -1.305 0.190
F 3.68603 -8.70190 0.84948 0.161 -0.307 -0.369 0.184
F 10.15028 0.79245 -2.66859 -0.279 0.071 -0.185 0.183
F 9.46236 3.84880 -3.62429 -0.327 0.190 -0.173 0.171
F 11.67765 2.33040 1.21735 0.179 0.198 -0.095 0.172
F 7.93668 8.79212 3.72128 -1.565 -0.598 0.332 0.205
F 9.06674 -3.23159 6.72695 -0.211 -0.416 0.923 0.189
F 10.02001 -4.45525 5.19074 -1.659 0.390 0.439 0.125
F 10.06501 3.38096 -1.65851 0.730 -1.955 1.893 0.213
F 7.90620 -5.81082 -4.22819 -0.555 -1.101 0.342 0.192
F 2.02652 -8.38625 2.14873 -0.681 -0.449 0.789 0.198
F 1.67712 -8.45676 0.00328 0.531 0.061 0.519 0.165
F 8.65685 4.94333 -1.92507 -0.557 0.330 0.095 0.188
F 10.14040 -10.15608 2.61824 -0.522 1.506 -1.415 0.136
F 11.04716 0.46309 -0.73097 -0.276 -0.011 0.461 0.159
O 13.79712 3.52773 3.04244 -1.642 -3.805 -0.972 0.092
O 7.70042 -5.56169 4.88009 1.257 2.773 -0.705 -0.019
O 8.53323 2.82060 4.49225 0.210 -1.284 3.896 0.093
O 14.16178 1.33290 3.36439 -0.022 -1.707 -0.661 0.026
O 12.11796 -2.02008 -2.48630 -1.615 2.915 0.023 0.003
O 6.46846 -3.77003 5.61099 3.064 -0.543 -1.340 0.140
O 11.94983 5.02118 -3.19525 -2.647 0.370 1.463 0.142
O 7.64802 -2.45219 2.23118 -1.688 1.362 -0.677 0.084
O 10.78012 6.60047 -1.99228 -0.643 -3.117 -1.466 -0.023
O 3.58086 -5.97909 1.82733 -3.715 -3.046 -4.217 0.065
O 5.47491 -1.73103 1.93668 -0.028 -0.891 0.243 0.000
O 6.18530 -2.78986 -4.46617 2.653 -2.907 0.591 0.123
O 8.89978 3.34654 6.70158 -0.903 -0.573 0.047 0.032
O 7.02710 -0.40391 1.45465 -0.201 1.076 -0.932 0.047
O 2.02778 -5.84029 0.08289 0.964 -2.325 1.113 0.025
O 11.32830 7.99653 3.25035 -1.745 0.701 0.684 0.137
O 10.93129 -7.39240 2.67559 -1.488 -1.308 -1.926 0.154
O 9.47989 6.80778 2.87408 -1.142 0.942 1.080 0.012
O 8.93263 -7.10487 1.54719 1.933 -3.428 -0.210 -0.022
O 9.83299 -1.98861 -2.07319 3.483 2.423 -0.190 0.117
O 7.15930 -3.77352 -2.69992 1.135 -2.733 -1.523 0.025
C 10.61114 4.93985 6.91629 0.932 0.514 -0.238 -0.056
C 6.80463 -1.61592 1.88795 0.775 -1.442 1.206 -0.584
C 8.54732 0.99138 6.19702 0.642 0.497 -1.416 -0.565
C 8.93651 -3.63835 5.47879 1.507 -0.369 -0.536 -0.555
C 1.24465 -3.67696 1.01114 0.065 -0.925 -0.204 -0.042
C 10.93315 5.33295 -2.58217 2.839 2.056 -0.673 -0.270
C 11.83144 7.53410 -2.19389 0.037 1.629 0.356 -0.239
C 11.99933 1.86976 2.41071 1.530 0.456 1.552 -0.564
C 11.33346 8.78922 -1.49135 0.181 -0.865 0.794 -0.064
C 10.02844 -9.29367 1.54662 -1.253 -2.333 -1.007 -0.462
C 9.19025 4.74475 6.47850 0.451 0.471 -0.841 -0.183
C 2.78121 -6.54009 0.97287 2.426 4.124 2.955 -0.234
C 8.83993 -5.73552 1.88472 0.864 0.579 0.379 -0.217
C 9.52520 -4.87912 0.83263 -0.393 0.751 -0.519 -0.046
C 2.52492 -8.07998 0.97863 0.191 1.298 -0.804 -0.579
C 2.20016 -4.44882 0.02462 -0.162 2.769 0.780 -0.214
C 16.30696 0.07782 3.71433 -1.902 0.730 -0.040 -0.040
C 4.95769 -2.96916 2.47571 0.188 -0.105 -0.587 -0.010
C 5.13283 -3.19406 -1.23801 1.163 -1.168 -1.540 -0.036
C 12.04903 -3.42052 -2.60146 0.500 -1.285 0.944 -0.216
C 7.54371 -4.24578 5.24030 -3.087 -2.648 1.770 -0.288
C 7.34813 -7.86213 4.69584 0.236 -0.025 -0.131 -0.044
C 11.11160 0.15343 -2.02457 -0.158 -0.779 0.205 -0.582
C 13.41831 -4.03214 -2.99091 -0.170 0.957 0.598 -0.046
C 7.70067 -4.67945 -4.86479 -0.854 0.037 -0.007 -0.595
C 10.19729 5.58451 2.59500 0.402 -0.101 -1.308 -0.175
C 13.44067 2.32265 2.93135 0.957 4.851 0.626 -0.330
C 10.70946 5.58150 1.14728 0.048 0.071 0.184 -0.037
C 9.73047 4.35361 -2.41401 0.515 1.847 -1.693 -0.627
C 6.70360 -6.52930 5.00295 -1.401 -1.154 0.701 -0.231
C 8.64441 2.51464 5.69974 0.130 1.085 -2.693 -0.301
C 6.96163 -3.66452 -4.01595 -4.068 4.441 1.103 -0.310
C 6.60621 -2.96278 -1.72686 -1.007 2.712 1.733 -0.216
C 8.41513 1.67016 1.19125 -1.493 -1.605 -0.113 -0.025
C 15.57226 1.49514 3.59237 1.605 -0.888 0.586 -0.154
C 10.91979 -1.38356 -2.18416 -1.149 -3.479 -0.567 -0.258
C 8.21215 0.23348 1.87223 1.517 2.250 0.098 -0.162
C 9.17072 9.15312 3.59000 1.430 -0.014 -0.201 -0.562
C 10.11188 7.92665 3.26947 2.299 -1.288 -1.775 -0.337
C 10.06507 -7.85095 1.94024 -0.692 4.524 2.612 -0.301
H 11.23272 4.11815 6.56055 -0.105 -0.157 0.046 0.086
H 5.78998 -6.42434 4.41781 0.202 0.770 -0.378 0.128
H 6.39047 -6.49488 6.04644 -0.191 -0.163 0.131 0.131
H 1.97644 -4.13484 -0.99492 -0.290 -0.333 0.004 0.127
H 15.69302 2.13771 4.46450 0.103 -0.113 -0.042 0.123
H 11.96242 7.96764 -3.18534 -0.089 -1.401 -0.754 0.125
H 13.37955 -5.11891 -2.91656 -0.279 0.031 -0.761 0.079
H 4.00337 -3.13363 1.97538 0.038 0.084 0.269 0.068
H 13.79176 -3.58983 -3.91449 -0.352 -0.645 -0.435 0.077
H 11.28734 6.47225 0.90083 0.319 -0.122 0.335 0.072
H 11.23828 -3.71162 -3.26931 0.134 0.005 -0.124 0.120
H 17.29676 0.08613 4.17075 0.048 0.596 -0.448 0.073
H 10.32114 8.99026 -1.84192 0.196 0.341 -0.233 0.086
H 10.61276 -4.94462 0.80081 0.003 -0.153 0.496 0.079
H 4.73722 -2.39802 -0.60720 0.440 -0.054 0.056 0.082
H 4.46235 -3.34608 -2.08385 -0.047 0.255 -0.107 0.076
H 11.02360 5.38455 3.27716 -0.009 0.549 0.164 0.122
H 14.23645 -3.80182 -2.30851 -0.355 0.423 0.563 0.071
H 8.48961 5.44354 6.93557 -0.248 -0.732 0.723 0.132
H 10.80320 5.07503 7.98069 -0.367 -0.143 0.007 0.082
H 8.57536 1.53068 0.12215 0.595 0.157 0.057 0.059
H 4.84877 -2.90552 3.55838 0.028 0.074 -0.108 0.097
H 8.11663 0.44825 2.93658 0.167 -0.354 0.151 0.109
H 0.24861 -4.08351 0.83580 -0.161 0.243 0.014 0.074
H 7.60328 -8.00887 3.64634 0.157 0.503 -0.093 0.065
H 6.77503 -1.92157 -2.00156 -0.291 0.099 -0.298 0.128
H 16.28436 -0.33050 2.70395 0.497 -0.127 0.085 0.070
H 9.28589 -5.59737 2.86967 0.177 0.153 -0.071 0.105
H 16.04998 1.95605 2.72783 -0.417 0.424 0.045 0.123
H 7.48120 2.23107 1.22645 -0.275 -0.164 0.277 0.075
H 1.44070 -3.79838 2.07647 0.422 -0.573 -0.067 0.069
H 11.31800 4.68280 1.04662 0.184 0.167 -0.186 0.068
H 9.12667 2.32219 1.69789 0.293 -0.606 -0.120 0.042
H 6.67794 -8.70140 4.88179 0.013 0.126 0.566 0.086
H 11.01790 5.80879 6.39900 -0.022 0.253 0.126 0.079
H 9.21362 -5.05123 -0.19762 -0.356 -0.635 0.023 0.076
H 7.77429 -5.55236 2.02240 0.024 0.139 -0.442 0.123
H 11.23631 8.57057 -0.42794 0.196 0.442 0.180 0.064
H 9.23450 -3.83624 0.95902 0.218 0.105 0.463 0.057
H 7.22727 -3.07692 -0.83841 0.239 -0.354 -0.156 0.110
H 5.18948 -4.16357 -0.74312 -0.389 0.102 0.466 0.072
H 1.21529 -2.59122 0.91942 0.192 -0.074 -0.748 0.077
H 5.62715 -3.78629 2.20699 -0.044 -0.004 0.150 0.084
H 8.25655 -7.88122 5.29793 0.012 -0.608 -0.054 0.092
H 9.94334 5.55274 0.37248 -0.408 -0.140 0.397 0.068
H 15.75452 -0.63587 4.32553 -0.340 0.216 0.098 0.068
H 9.49174 4.76068 2.70275 -0.289 0.333 0.252 0.108
H 3.23433 -4.13866 0.17429 -0.034 -0.484 0.282 0.064
H 9.06462 -0.41579 1.67262 0.033 0.082 0.114 0.120
H 9.09946 5.03186 5.43093 0.054 -0.699 -0.260 0.104
H 11.77258 -3.69776 -1.58420 -0.111 -0.848 -0.087 0.120
H 12.04739 9.58504 -1.70363 -0.316 0.212 0.261 0.085
H 12.78031 7.15184 -1.81757 -0.102 -0.036 -0.020 0.132
```
Positions in Å, forces in eV/Å.